Density functional theory data (the ωB97M-V functional and the def2-TZVPD basis) for the molecule C5H5NO2.

```
! wB97M-V def2-TZVPD RIJCOSX def2/J DEFGRID3
* xyz 0 1
C 2.297 -0.351 0.116
O 1.301 0.639 -0.071
C 0.102 0.287 0.050
C -0.677 -0.797 -0.225
C -2.042 -0.272 -0.096
O -3.104 -0.774 0.235
C -1.956 1.382 -0.050
N -0.667 1.630 0.151
H 3.281 0.316 0.090
H 2.521 -0.917 1.117
H 2.346 -1.158 -0.752
H -0.505 -2.000 -0.219
H -2.897 2.014 -0.346
*
```

As for the energy: -10847.019 eV. The structure (SMILES) is COC1=CC(=O)C=N1. For the energy above the lowest of the compared OMol25 structures with the same formula, charge and spin, the calculation gives 414.5 kJ/mol.

---

Density functional theory data (the ωB97M-V functional and the def2-TZVPD basis) for the molecule C5H5NO2.

```
! wB97M-V def2-TZVPD RIJCOSX def2/J DEFGRID3
* xyz 0 1
O -2.248 0.597 -1.071
C -1.158 0.236 -1.572
C -0.381 -0.680 -0.621
C 1.120 -0.460 -0.305
C 1.253 0.417 0.663
C 0.253 0.696 1.623
N -0.849 0.009 1.712
O -1.100 -0.855 0.642
H -0.641 0.693 -2.441
H -0.725 -1.655 -1.146
H 1.916 -0.950 -0.931
H 2.188 0.813 0.805
H 0.373 1.138 2.643
*
```

As for the energy: -10846.588 eV. The structure (SMILES) is O=C[C@H]1C=CC=NO1. For the energy above the lowest of the compared OMol25 structures with the same formula, charge and spin, the calculation gives 456.1 kJ/mol.

---

Density functional theory data (the ωB97M-V functional and the def2-TZVPD basis) for the molecule C5H5NO2S.

```
! wB97M-V def2-TZVPD RIJCOSX def2/J DEFGRID3
* xyz 0 1
C -0.264 1.712 -0.030
C 0.550 0.456 -0.296
N 1.896 0.498 -0.141
C 2.349 -0.684 0.017
S 1.323 -1.965 0.027
C 0.084 -0.746 -0.144
C -1.405 -1.077 -0.082
O -1.788 -2.201 -0.286
O -2.297 -0.086 0.175
H 0.677 2.442 -0.514
H -0.402 1.896 1.162
H -1.135 1.730 -0.759
H 3.452 -0.976 0.403
H -3.040 -0.998 0.469
*
```

As for the energy: -21683.676 eV. The structure (SMILES) is Cc1ncsc1C(=O)O. For the energy above the lowest of the compared OMol25 structures with the same formula, charge and spin, the calculation gives 237.4 kJ/mol.

---

Density functional theory data (the ωB97M-V functional and the def2-TZVPD basis) for the molecule C5H5NO2S.

```
! wB97M-V def2-TZVPD RIJCOSX def2/J DEFGRID3
* xyz 0 1
C 0.050 -2.184 -2.894
C -0.683 -1.286 -2.705
C -0.826 0.199 -0.883
C -1.409 -0.123 -2.150
C -0.119 1.127 1.277
N -1.028 1.122 0.051
O -1.907 2.868 1.627
O -2.462 0.279 -2.574
S -2.063 2.378 0.241
H 0.543 -3.080 -3.177
H 0.038 -0.345 -0.682
H 0.610 0.308 1.218
H 0.424 2.002 1.233
H -0.681 1.211 2.178
*
```

As for the energy: -21681.293 eV. For the energy above the lowest of the compared OMol25 structures with the same formula, charge and spin, the calculation gives 467.3 kJ/mol.

---

Density functional theory data (the ωB97M-V functional and the def2-TZVPD basis) for a structure of composition C5H5NO4.

```
! wB97M-V def2-TZVPD RIJCOSX def2/J DEFGRID3
* xyz 0 1
C -1.668 -0.588 -0.369
C -0.557 -0.481 -1.003
C 1.084 1.758 -0.490
C -1.464 -0.454 1.158
C 0.488 -0.020 0.022
N 1.832 -0.656 -0.043
O 0.349 2.680 -0.572
O 2.371 -0.707 -1.144
O 2.366 -0.969 1.015
O -0.098 -0.257 1.284
H -2.658 -0.776 -0.850
H -0.528 -0.351 -2.030
H 2.186 1.790 -0.391
H -2.009 0.287 1.642
H -1.694 -1.255 1.772
*
```

As for the energy: -14940.167 eV. For the energy above the lowest of the compared OMol25 structures with the same formula, charge and spin, the calculation gives 448.7 kJ/mol.

---

Density functional theory data (the ωB97M-V functional and the def2-TZVPD basis) for a structure of composition C5H5NOS.

```
! wB97M-V def2-TZVPD RIJCOSX def2/J DEFGRID3
* xyz 0 1
C -1.220 -0.283 -0.023
C -0.263 0.247 1.006
C -0.240 0.309 -1.009
C 1.030 -0.534 -0.722
C 1.001 -0.582 0.732
H -0.546 0.444 2.043
H -0.901 1.993 0.029
H -0.524 0.570 -2.041
H 1.887 -0.511 -1.385
H 1.854 -0.553 1.391
N -0.075 1.377 0.029
O 0.758 -1.765 -0.037
S -2.763 -0.710 -0.013
*
```

As for the energy: -19635.239 eV. For the energy above the lowest of the compared OMol25 structures with the same formula, charge and spin, the calculation gives 362.1 kJ/mol.

---

Density functional theory data (the ωB97M-V functional and the def2-TZVPD basis) for a cluster of 2 separate species, C5H5NOS in total.

```
! wB97M-V def2-TZVPD RIJCOSX def2/J DEFGRID3
* xyz 0 1
C -0.488 2.234 -0.552
C -0.713 1.020 -0.478
C -0.982 -0.369 -0.267
C -1.923 -0.772 0.849
O -0.281 -1.168 -0.919
H -0.482 3.275 -0.344
H -2.336 -1.716 0.646
H -2.720 -0.085 0.828
H -1.406 -0.587 1.826
N 2.509 -0.753 -1.077
C 3.026 -0.219 -0.123
S 4.127 0.301 0.888
H 1.667 -1.160 -1.277
*
```

As for the energy: -19635.761 eV. The structure (SMILES) is C#CC(C)=O.N=C=S. For the energy above the lowest of the compared OMol25 structures with the same formula, charge and spin, the calculation gives 311.7 kJ/mol.

---

Density functional theory data (the ωB97M-V functional and the def2-TZVPD basis) for the molecule C5H5NS.

```
! wB97M-V def2-TZVPD RIJCOSX def2/J DEFGRID3
* xyz 0 1
S -2.926 0.078 -0.045
C -1.443 -0.799 0.090
C -0.164 -0.355 0.012
C 0.356 1.015 0.036
C 1.697 0.888 -0.004
N 2.139 -0.463 -0.063
C 1.059 -1.208 -0.006
H -2.366 1.292 -0.065
H -1.703 -1.854 0.093
H -0.140 1.966 0.074
H 2.373 1.710 -0.019
H 1.117 -2.269 -0.103
*
```

As for the energy: -17589.817 eV. The structure (SMILES) is S/C=C1\C=CN=C1. For the energy above the lowest of the compared OMol25 structures with the same formula, charge and spin, the calculation gives 102.3 kJ/mol.